Formula: C3H7N3O
Source: the OMol25 dataset
Level of theory: ωB97M-V/def2-TZVPD

Bonds (Å) are listed after each position.
Geometry (Å):
1 N 0.4786 -1.4311 0.6793  C5 1.364, H7 1.012, H11 1.007
2 H -3.2027 0.8800 -0.1041  N4 1.007
3 H -1.6168 1.5083 -0.5601  N4 1.011
4 N -2.2046 0.7766 -0.1854  H2 1.007, H3 1.011, C8 1.344
5 C -0.0891 -0.3181 0.1327  N1 1.364, C8 1.526, N10 1.276
6 H 2.4290 -0.1537 -0.4855  C13 1.100
7 H -0.1824 -2.1631 0.9039  N1 1.012
8 C -1.6081 -0.3349 0.2781  N4 1.344, C5 1.526, O12 1.223
9 H 2.1821 1.3634 -1.3625  C13 1.094
10 N 0.4510 0.7030 -0.4103  C5 1.276, C13 1.444
11 H 1.4042 -1.7120 0.4008  N1 1.007
12 O -2.1786 -1.2942 0.7787  C8 1.223
13 C 1.8907 0.8052 -0.4681  H6 1.100, H9 1.094, N10 1.444, H14 1.097
14 H 2.2467 1.3707 0.4024  C13 1.097

molar mass = 101.109 g mol⁻¹
HOMO-LUMO gap = 10.223 eV
net charge = 0
structure (SMILES) = C/N=C(\N)C(N)=O
ΔE to the lowest compared entry with this formula, charge and spin = 1.4 kcal/mol
F_max = 0.4 eV/Å

Per-atom Löwdin charges, elementary charge units: 0.15, 0.12, 0.09, 0.17, -0.36, 0.06, 0.09, -0.48, 0.07, 0.01, 0.09, 0.04, -0.13, 0.08